Entry from OMol25: a 2-piece molecular cluster, C2H8NO2 overall (ωB97M-V/def2-TZVPD).

## Properties
- net charge = +1
- gap between HOMO and LUMO (eV) = 11.38

Last column: natural (NBO) charge in e.
Atoms and positions in Å:
C: 2.337 -0.962 0.631  -0.46
N: 1.224 -0.128 0.144  -0.70
H: 3.000 -0.505 1.486  0.27
H: 2.036 -1.995 0.764  0.25
H: 2.891 -1.193 -0.371  0.23
H: 0.334 -0.170 0.759  0.47
H: 0.920 -0.467 -0.862  0.47
H: 1.471 0.859 0.071  0.45
O: -1.383 0.516 -0.552  -0.64
C: -2.440 0.967 -0.725  0.68
O: -3.372 0.565 0.148  -0.69
H: -2.701 1.955 -1.374  0.14
H: -4.316 0.558 -0.118  0.51